w) C44H38ClCoN5O5S as an isolated structure. Source: the Open Molecules 2025 dataset; level of theory: wB97M-V/def2-TZVPD.

Geometry as XYZ:
```
95
Properties=species:S:1:pos:R:3
Co -0.321 -0.307 -0.859
Cl 1.186 0.847 -6.372
S -1.849 -1.865 1.440
O -4.841 -2.172 -5.611
O 1.181 0.020 0.345
O 2.810 0.390 1.813
O -3.057 -1.104 0.983
O -5.903 -0.341 -4.779
N 4.326 2.675 0.938
N -1.633 1.200 -0.194
N 0.199 -2.217 -1.591
N -1.929 -0.752 -1.935
N 0.239 1.115 -2.550
C -0.657 -2.648 -2.533
C -0.470 -3.855 -3.174
C -3.809 -3.660 1.984
C -2.838 -1.943 -3.742
C 2.049 3.441 1.277
C 0.383 0.697 -3.805
C -1.862 -1.764 -2.781
C 4.979 2.331 -1.335
C -3.626 2.980 0.447
C 1.017 1.465 -4.766
C 1.440 -4.234 -1.783
C 3.914 0.718 -2.761
C 2.693 4.161 3.888
C 0.603 -4.653 -2.798
C 3.092 0.377 -1.701
C 4.141 1.996 -0.265
C 1.355 3.142 -3.122
C -2.790 1.188 -0.880
C 1.093 4.022 2.091
C -3.804 2.074 -0.590
C -1.328 -1.112 2.970
C 2.360 0.426 0.681
C -2.924 0.121 -1.943
C -5.013 -1.205 -4.850
C 1.200 -2.999 -1.202
C -2.103 -5.533 3.127
C -2.446 2.971 1.163
C -1.589 -4.343 2.646
C -4.306 -4.866 2.467
C -4.011 -7.123 3.555
C 1.413 4.386 3.390
C 4.878 1.701 -2.563
C 3.187 0.984 -0.450
C 0.713 2.316 -2.217
C 5.033 3.221 3.602
C -1.466 2.057 0.806
C -3.470 -5.813 3.044
C -3.946 -0.003 -2.865
C 3.328 3.198 1.769
C -3.899 -1.044 -3.785
C -2.456 -3.407 2.089
C 1.515 2.708 -4.427
C 3.657 3.544 3.083
C 3.026 4.592 5.295
H 3.157 3.733 5.959
H 5.540 1.990 -3.369
H 2.224 5.207 5.703
H 0.668 4.852 4.024
H -2.239 -0.877 3.523
H -4.453 -2.915 1.537
H -5.368 -5.072 2.389
H -2.826 -2.742 -4.473
H 1.730 4.105 -2.806
H -1.163 -4.169 -3.943
H 5.051 3.181 4.689
H -0.693 -1.802 3.524
H -0.765 -0.214 2.720
H -2.279 3.649 1.989
H -1.436 -6.262 3.574
H 0.573 2.616 -1.186
H 0.101 4.220 1.700
H -4.412 3.683 0.694
H 3.948 5.174 5.330
H -0.524 -4.145 2.706
H -4.727 2.041 -1.152
H -0.511 2.003 1.320
H 0.771 -5.604 -3.288
H -0.013 -0.279 -4.061
H -3.676 -7.952 2.928
H -4.789 0.675 -2.920
H 2.358 -0.414 -1.831
H 5.251 3.039 1.085
H -5.100 -7.126 3.561
H 1.825 -2.600 -0.411
H -3.662 -7.321 4.570
H 2.270 -4.839 -1.446
H 5.777 3.965 3.295
H 5.357 2.248 3.229
H 3.814 0.220 -3.718
H 5.711 3.117 -1.188
H 1.828 3.193 0.245
H 2.016 3.316 -5.169
```

For the LUMO energy (spin up / spin down), the calculation gives -0.7 / -0.8 eV. Its expectation value of S² is 3.76. The HOMO-LUMO gap (spin up / spin down) is 7.0 / 7.0 eV. The highest occupied orbital energy (spin up / spin down) is -7.765 / -7.764 eV. As for the multiplicity: 4.

=====

x) C44H38ClCoN5O5S as an isolated structure. Source: the Open Molecules 2025 dataset; level of theory: wB97M-V/def2-TZVPD.

Geometry as XYZ:
```
95
Properties=species:S:1:pos:R:3
Co 0.642 -0.203 -0.691
Cl -4.872 0.799 -1.755
S 3.423 -0.388 0.931
O -0.337 4.490 4.321
O -0.169 2.610 5.582
O 2.473 0.519 0.194
O 1.771 -1.212 -1.994
O 0.596 -0.910 -3.875
N 1.646 -3.393 -5.245
N 0.219 1.779 -1.472
N -1.308 -0.854 -1.401
N -0.025 0.878 0.973
N 0.529 -1.685 0.922
C -1.092 -5.271 -3.652
C -0.215 4.406 -2.202
C -2.450 -5.832 -3.991
C 2.809 -2.640 -5.021
C 3.701 -0.571 3.656
C -0.304 4.027 -0.872
C 2.609 1.943 4.109
C -0.237 2.406 3.244
C -0.537 -5.538 -2.403
C 5.134 -1.135 -4.641
C -0.383 -4.499 -4.575
C 0.224 -1.180 2.129
C -1.438 -1.997 -2.072
C 0.764 -3.853 1.870
C 0.724 -5.063 -2.081
C -0.151 2.199 0.864
C 5.086 -2.108 -5.630
C 1.620 -1.219 -3.267
C 0.446 -3.341 3.121
C 2.689 1.603 6.597
C -0.123 1.026 3.334
C -0.081 2.700 -0.538
C -0.962 -4.133 -5.913
C 0.089 3.452 -3.159
C 0.797 -2.982 0.796
C 3.518 -0.111 4.948
C -0.272 3.001 1.990
C -0.247 3.273 4.534
C 2.846 -1.643 -4.040
C 0.176 -1.991 3.257
C 2.958 1.146 5.193
C -2.628 -2.364 -2.677
C 1.457 -4.331 -2.999
C -3.718 -1.513 -2.599
C 4.017 -0.920 -3.849
C 2.800 1.504 2.808
C -2.350 -0.033 -1.311
C 0.913 -4.057 -4.256
C -3.566 -0.325 -1.900
C -0.011 0.288 2.170
C 0.296 2.145 -2.751
C 3.939 -2.865 -5.804
C 5.051 0.138 0.400
C 3.347 0.250 2.592
H 2.430 2.658 6.626
H 0.410 -3.990 3.987
H 2.478 2.099 1.963
H -0.559 -2.627 -2.139
H 5.799 -0.372 1.005
H -2.412 -6.444 -4.894
H 2.453 -3.989 -2.757
H 4.022 -0.147 -3.090
H 1.160 -5.299 -1.117
H -0.078 0.597 4.326
H -2.048 -4.202 -5.916
H -0.347 4.079 1.954
H -2.213 0.883 -0.752
H 1.849 1.048 7.018
H 5.148 -0.157 -0.642
H 6.028 -0.544 -4.496
H -2.683 -3.301 -3.210
H 3.912 -3.652 -6.549
H -4.663 -1.754 -3.067
H 0.983 -4.901 1.728
H 2.148 2.908 4.284
H 4.088 -1.569 3.476
H 0.509 1.348 -3.456
H 3.558 1.437 7.236
H 0.162 3.707 -4.206
H -2.820 -6.454 -3.177
H -0.071 -1.568 4.220
H -0.599 -4.790 -6.711
H -0.684 -3.110 -6.170
H 1.049 -3.314 -0.206
H -0.548 4.748 -0.106
H -0.386 5.437 -2.485
H 5.123 1.219 0.517
H -1.092 -6.136 -1.690
H 1.523 -3.731 -6.184
H 5.949 -2.293 -6.256
H -3.189 -5.049 -4.174
H 3.780 -0.748 5.785
```

For the LUMO energy (spin up / spin down), the calculation gives -0.5 / -0.5 eV. Its expectation value of S² is 3.76. The HOMO-LUMO gap (spin up / spin down) is 7.3 / 7.3 eV. The highest occupied orbital energy (spin up / spin down) is -7.822 / -7.828 eV. As for the multiplicity: 4.

=====

Question: which arrangement is favored energetically? Ranking from most to least stable: x), w).

=====

w) A 11-piece molecular cluster, C19H60O11 overall. Source: the Open Molecules 2025 dataset; level of theory: wB97M-V/def2-TZVPD.

Geometry as XYZ:
```
90
Properties=species:S:1:pos:R:3
O -9.485 20.076 -14.191
O -11.853 15.638 -15.887
O -18.682 15.529 -11.602
O -16.579 20.620 -17.801
O -19.947 14.343 -14.027
O -20.380 21.510 -14.057
O -10.615 19.280 -11.735
O -15.309 14.903 -16.784
O -12.763 15.056 -11.067
O -14.128 17.360 -15.939
O -12.439 16.500 -18.474
C -14.554 17.734 -14.651
C -15.518 18.909 -19.157
C -9.703 19.318 -15.393
C -12.043 17.872 -18.631
C -11.664 20.178 -11.389
C -18.426 20.471 -13.156
C -13.861 18.984 -14.126
C -10.479 15.427 -15.540
C -17.879 18.659 -18.266
C -15.145 14.071 -15.652
C -12.753 19.510 -10.585
C -16.056 17.960 -14.701
C -16.817 19.587 -18.775
C -19.081 16.836 -11.972
C -19.175 15.051 -15.032
C -19.101 20.932 -14.445
C -19.432 19.809 -15.411
C -11.224 21.509 -10.817
C -12.147 14.659 -12.277
H -12.536 13.677 -12.541
H -18.825 19.176 -18.120
H -10.570 14.470 -15.021
H -8.760 18.799 -15.584
H -9.822 20.022 -16.223
H -14.849 15.725 -16.533
H -12.476 15.313 -13.090
H -18.108 17.880 -18.999
H -16.133 13.661 -15.365
H -18.735 20.925 -12.214
H -10.586 18.693 -15.332
H -12.003 20.503 -12.389
H -10.305 19.489 -12.628
H -13.917 19.785 -14.865
H -14.902 14.624 -14.744
H -10.126 16.218 -14.879
H -12.085 22.176 -10.728
H -10.964 17.885 -18.813
H -10.515 21.989 -11.492
H -13.219 17.013 -15.961
H -12.480 18.292 -19.536
H -14.415 16.924 -13.922
H -18.764 17.551 -11.210
H -9.862 15.318 -16.431
H -12.817 18.705 -13.946
H -15.970 20.244 -17.151
H -12.025 15.795 -16.832
H -17.730 15.410 -11.649
H -18.616 17.199 -12.898
H -16.618 17.112 -15.093
H -10.797 21.429 -9.813
H -12.773 16.168 -19.309
H -18.121 14.906 -14.794
H -14.244 19.360 -13.179
H -20.144 16.845 -12.204
H -14.711 19.629 -19.292
H -18.621 19.079 -15.466
H -19.503 16.094 -14.975
H -13.684 20.075 -10.585
H -12.363 19.245 -9.601
H -18.544 19.412 -12.901
H -20.916 20.823 -13.651
H -16.325 18.073 -13.643
H -20.268 19.250 -14.984
H -18.581 21.767 -14.910
H -17.353 20.664 -13.258
H -8.879 20.799 -14.360
H -11.059 14.595 -12.258
H -15.171 18.327 -18.285
H -12.531 15.959 -10.836
H -17.590 18.214 -17.313
H -17.196 20.140 -19.640
H -19.683 20.200 -16.390
H -15.561 18.130 -19.917
H -14.644 13.105 -15.746
H -19.667 14.742 -13.189
H -16.421 18.902 -15.119
H -19.466 14.678 -16.010
H -12.292 18.423 -17.730
H -13.061 18.557 -11.030
```

For the LUMO energy, the calculation gives 0.2 eV. The HOMO-LUMO gap is 10.0 eV. The highest occupied orbital energy is -9.763 eV.

=====

x) A 11-piece molecular cluster, C19H60O11 overall. Source: the Open Molecules 2025 dataset; level of theory: wB97M-V/def2-TZVPD.

Geometry as XYZ:
```
90
Properties=species:S:1:pos:R:3
O 2.935 -11.910 -38.372
O 5.272 -10.580 -37.249
O 3.212 -11.659 -33.309
O 4.357 -8.343 -35.805
O 6.956 -14.530 -35.551
O 9.521 -11.951 -32.025
O 6.932 -8.419 -35.186
O -0.481 -14.959 -34.390
O 7.752 -11.651 -29.597
O 7.954 -17.614 -32.270
O 2.619 -13.132 -30.946
C 0.628 -11.683 -38.335
C 7.072 -7.731 -33.945
C 2.128 -8.754 -34.914
C 8.325 -11.119 -34.023
C 1.858 -11.600 -37.492
C 4.301 -11.924 -34.161
C 6.686 -15.498 -31.985
C 9.029 -12.300 -33.281
C 3.581 -13.777 -30.176
C 5.615 -14.952 -35.852
C 3.251 -15.238 -30.347
C 0.676 -14.671 -33.512
C 3.550 -8.175 -34.637
C 6.324 -11.463 -37.475
C 8.395 -6.999 -33.887
C 6.461 -11.526 -30.194
C 6.143 -10.030 -30.436
C 7.723 -16.329 -32.764
C 1.881 -15.232 -34.218
H 8.370 -6.325 -33.031
H 7.567 -15.180 -35.906
H 7.180 -18.177 -32.345
H 3.906 -8.772 -33.798
H 0.571 -15.098 -32.514
H -0.347 -11.618 -37.852
H 3.063 -12.443 -32.777
H 7.006 -8.413 -33.097
H 2.167 -9.819 -35.145
H 9.839 -12.677 -33.906
H 5.477 -16.028 -35.749
H 1.451 -8.466 -34.109
H 7.019 -15.478 -30.948
H 7.326 -16.446 -33.772
H 3.897 -8.025 -36.586
H 8.916 -10.203 -34.019
H 6.116 -12.014 -38.393
H 1.818 -16.318 -34.286
H 5.291 -14.586 -36.827
H 5.057 -12.514 -33.643
H 2.305 -15.389 -29.827
H 9.207 -7.668 -33.603
H 4.679 -10.975 -34.542
H 6.222 -9.453 -29.515
H 5.764 -11.845 -29.419
H 1.947 -14.823 -35.226
H 8.370 -13.162 -33.177
H 6.833 -9.527 -31.113
H 6.684 -14.500 -32.424
H 0.675 -12.613 -38.901
H 6.271 -6.993 -33.939
H 7.987 -11.519 -34.979
H -1.340 -14.653 -34.089
H 3.661 -7.120 -34.387
H 1.966 -10.596 -37.082
H 1.651 -8.300 -35.782
H 4.032 -12.539 -35.020
H 0.695 -10.858 -39.043
H 7.368 -10.930 -33.536
H 6.476 -12.091 -36.598
H 8.603 -6.439 -34.799
H 0.690 -13.594 -33.345
H 3.752 -11.515 -38.061
H 3.455 -13.521 -29.124
H 7.710 -11.224 -28.738
H 4.941 -14.633 -35.057
H 8.775 -11.794 -31.442
H 3.970 -15.876 -29.834
H 5.165 -9.818 -30.867
H 2.788 -14.866 -33.736
H 7.250 -10.941 -37.717
H 4.621 -13.640 -30.470
H 5.666 -15.881 -32.002
H 6.020 -8.715 -35.235
H 1.824 -12.307 -36.663
H 5.621 -9.869 -36.707
H 8.668 -15.787 -32.814
H 1.837 -12.919 -30.431
H 3.173 -15.615 -31.367
H 6.380 -12.121 -31.104
```

For the LUMO energy, the calculation gives 0.3 eV. The HOMO-LUMO gap is 9.9 eV. The highest occupied orbital energy is -9.590 eV.

=====

Question: which arrangement is favored energetically? Ranking from most to least stable: w), x).

=====

w) C5H7OP as an isolated structure. Source: the Open Molecules 2025 dataset; level of theory: wB97M-V/def2-TZVPD.

Geometry as XYZ:
```
14
Properties=species:S:1:pos:R:3
P 0.929 2.663 0.410
O 1.812 0.149 2.672
C 0.613 0.996 0.754
C -0.279 0.744 -0.512
C -0.123 2.142 -1.074
C 0.714 -1.447 1.407
C 1.100 -0.090 1.701
H -1.129 2.732 -1.148
H 0.015 0.025 -1.259
H 0.950 -2.211 2.103
H 0.262 2.205 -2.087
H -1.397 0.499 -0.461
H -0.419 -1.651 1.056
H 1.324 -1.678 0.473
```

For the LUMO energy, the calculation gives -0.7 eV. The HOMO-LUMO gap is 8.7 eV. The highest occupied orbital energy is -9.382 eV.

=====

x) A single C5H7OP molecule. Source: the Open Molecules 2025 dataset; level of theory: wB97M-V/def2-TZVPD.

Geometry as XYZ:
```
14
Properties=species:S:1:pos:R:3
P -0.136 -1.096 0.800
O 2.649 -0.026 0.261
C -0.651 0.700 1.007
C -1.118 -1.533 -0.704
C 2.471 -0.044 -1.002
C 1.243 -0.027 -0.112
C 0.485 1.271 0.146
H -2.123 -1.811 -0.387
H -0.574 1.009 2.050
H -1.657 0.926 0.658
H -0.656 -2.394 -1.185
H 0.138 1.717 -0.787
H -1.160 -0.708 -1.412
H 1.088 2.017 0.668
```

For the LUMO energy, the calculation gives 0.6 eV. The HOMO-LUMO gap is 9.6 eV. The highest occupied orbital energy is -9.004 eV.

=====

Question: which arrangement is favored energetically? Ranking from most to least stable: w), x).